No. 1
Below is a molecular structure, C9H20ClIInN2OPS, with properties calculated with the ωB97M-V functional and the def2-TZVPD basis.

```
! RIJCOSX wB97M-V def2-TZVPD def2/J DEFGRID3
* xyz 2 1
I 0.67 -3.00 -2.14
In -0.57 -0.48 -0.37
Cl -2.65 0.50 0.51
S -0.47 -2.37 1.27
P -0.16 1.40 -1.95
O 3.20 -0.52 -0.35
N 0.87 -1.35 3.34
N -1.41 -0.97 3.36
C 1.14 -0.45 4.47
C -0.06 0.41 4.81
C -1.32 0.78 -3.20
C 0.12 -4.85 -3.13
C -0.33 -1.48 2.74
C 2.09 -0.24 -0.29
C 1.40 1.72 -2.82
C -0.79 3.04 -1.50
C -1.33 -0.42 4.70
H 0.43 -4.75 -4.18
H -0.96 -4.98 -3.05
H -0.12 1.28 4.14
H 2.11 2.21 -2.13
H 0.66 -5.67 -2.65
H 0.05 0.75 5.85
H -1.74 2.94 -0.96
H -0.95 -0.16 -3.62
H 1.42 -1.08 5.33
H -2.29 0.60 -2.74
H 1.83 0.78 -3.19
H 1.18 2.39 -3.66
H 2.00 0.18 4.23
H -2.23 0.19 4.88
H -0.94 3.62 -2.41
H -0.07 3.54 -0.85
H -1.41 1.54 -3.98
H -1.31 -1.23 5.45
H 1.67 -1.72 2.84
H -2.32 -1.19 2.96
*
```

## Properties
HOMO energy   -15.826 eV
Frontier orbital gap   7.8 eV
F_max   3.5 eV/A
E_LUMO   -8.06 eV

***

No. 2
Below is a molecular structure, C27H20N4O2PtS2Sb, with properties calculated with the ωB97M-V functional and the def2-TZVPD basis.

```
! RIJCOSX wB97M-V def2-TZVPD def2/J DEFGRID3
* xyz -1 1
Pt -0.28 1.28 0.73
Sb -2.21 0.17 -0.51
S 1.35 2.27 2.06
S -0.02 -0.15 2.51
O -2.47 3.43 -0.04
O 1.68 2.24 -1.50
N 3.29 2.63 5.35
N -1.45 4.72 -1.59
N -0.35 2.85 -0.67
N 1.08 -1.13 5.97
C -4.65 -1.13 0.82
C -6.52 -0.02 1.85
C -2.65 5.54 -1.64
C 0.70 4.18 -2.40
C -2.00 -1.91 -0.96
C 1.09 0.99 3.19
C -2.06 1.02 -4.79
C -4.09 0.10 0.48
C -2.74 0.75 -2.49
C -5.86 -1.19 1.50
C -1.46 3.62 -0.73
C -0.83 -3.98 -0.57
C -5.96 1.21 1.52
C -1.00 -2.62 -0.31
C -1.77 0.64 -3.48
C -4.00 1.24 -2.81
C -2.82 -2.56 -1.88
C -1.65 -4.62 -1.48
C 0.75 3.02 -1.51
C 1.65 0.87 4.44
C -3.31 1.50 -5.11
C -2.65 -3.91 -2.14
C -0.39 4.96 -2.41
C -4.75 1.27 0.85
C 2.55 1.85 4.94
C -4.29 1.61 -4.12
C 1.33 -0.24 5.28
H -4.31 2.23 0.61
H -6.28 -2.15 1.77
H -2.96 5.82 -0.64
H -0.05 -4.53 -0.05
H -0.48 5.83 -3.04
H -1.52 -5.68 -1.68
H -4.14 -2.05 0.56
H -7.46 -0.07 2.38
H -1.29 0.94 -5.55
H -3.54 1.80 -6.13
H -6.47 2.12 1.80
H -3.47 5.00 -2.11
H -0.78 0.26 -3.24
H -5.27 1.99 -4.37
H -3.60 -2.01 -2.40
H -2.43 6.44 -2.22
H -4.75 1.35 -2.05
H 1.54 4.37 -3.04
H -0.35 -2.12 0.39
H -3.29 -4.42 -2.85
*
```

## Properties
HOMO energy   -4.983 eV
Frontier orbital gap   7.3 eV
F_max   0.7 eV/A
Energy relative to the best compared isomer or geometry (same formula, charge and spin)   0.0 kJ/mol
E_LUMO   2.31 eV

***

No. 3
Below is 3 unconnected molecules or ions with the total composition C27H63Cl2N9O9P5S, with properties calculated with the ωB97M-V functional and the def2-TZVPD basis.

```
! RIJCOSX wB97M-V def2-TZVPD def2/J DEFGRID3
* xyz -1 1
Cl 6.36 3.71 1.32
Cl 4.21 -3.11 -2.40
S -1.28 2.59 -0.59
P -0.67 1.12 7.34
P 4.76 0.27 1.45
P 5.56 0.67 -4.22
P -4.26 -2.99 -5.16
P 6.06 -0.05 -2.24
O 5.46 2.36 -4.40
O 3.69 1.26 0.51
O 0.25 1.76 8.40
O 6.68 0.15 -5.17
O -2.10 -0.01 -0.17
O -3.50 -4.03 -4.31
O 6.14 0.65 0.40
O 3.52 -0.34 2.60
O 4.14 -0.14 -4.73
N -1.96 2.16 7.74
N -5.17 -1.76 -6.07
N -3.62 1.07 -1.66
N -2.85 -2.04 -5.40
N -4.07 -0.20 -1.43
N 1.19 0.76 2.28
N -1.64 0.38 6.04
N -4.62 -4.16 -6.35
N -0.62 -0.42 8.10
C -1.80 3.55 7.33
C 2.97 -2.87 -1.03
C -5.10 -1.32 -7.44
C -3.17 -0.90 -0.52
C 0.69 -0.78 8.67
C -4.37 -4.25 -7.76
C -0.62 3.24 -2.20
C -6.53 -1.61 -5.57
C 2.29 0.27 2.39
C 5.16 1.51 2.83
C 1.82 2.49 -1.45
C 3.26 1.99 -1.98
C -1.64 -1.02 8.93
C 5.70 1.21 -0.87
C -3.32 1.93 8.17
C 4.24 1.86 -0.70
C 3.16 -1.33 -0.50
C 0.72 2.41 -2.62
C -5.63 -5.15 -5.96
C 5.13 3.06 2.57
C -1.97 -1.95 -4.22
C 3.67 3.76 2.42
C -2.95 -0.21 6.02
C -2.44 1.20 -0.87
C 4.38 -1.35 0.53
C -1.35 0.99 4.74
C -2.01 -2.00 -6.58
H 3.13 -3.64 -0.21
H 1.95 -2.91 -1.53
H -3.31 -1.97 -0.14
H 6.37 2.14 -1.01
H 3.67 2.86 -2.61
H -6.64 -4.75 -6.10
H 0.42 1.30 -2.71
H 3.39 -0.73 -1.44
H 1.48 1.89 -0.54
H -3.49 0.94 8.60
H 4.47 1.30 3.74
H 3.38 4.27 3.42
H -2.34 -1.61 8.33
H -5.53 -5.43 -4.91
H -5.91 -1.74 -8.04
H -6.57 -1.77 -4.49
H -4.03 2.05 7.34
H 3.73 4.63 1.66
H 4.16 -2.22 1.27
H -3.33 -0.53 6.98
H -0.76 3.88 7.44
H -3.55 -3.63 -8.10
H -2.55 -1.87 -3.30
H -2.08 3.68 6.28
H -2.35 -1.23 -7.28
H -4.09 -5.27 -8.05
H -4.17 -1.54 -7.96
H -5.55 -6.08 -6.53
H 2.15 -1.05 -0.06
H -3.70 0.47 5.60
H -1.24 -1.75 9.64
H -6.93 -0.61 -5.77
H 3.22 1.06 -2.63
H 5.77 -0.55 2.13
H -3.61 2.64 8.95
H -1.36 -1.03 -4.26
H 0.80 -1.87 8.73
H -0.98 -1.71 -6.36
H 1.13 2.85 -3.59
H 6.33 2.78 -4.20
H 2.83 3.03 2.18
H 4.44 -0.96 -5.19
H -2.40 4.24 7.93
H -0.30 1.29 4.66
H -5.20 -0.22 -7.48
H 6.22 1.25 3.22
H -1.96 1.89 4.58
H 0.83 -0.36 9.67
H 7.50 -0.17 -2.25
H -2.94 -1.11 5.38
H -5.26 -3.98 -8.35
H -1.54 0.30 3.91
H 5.37 -1.68 0.01
H -2.18 -0.29 9.54
H -0.30 4.33 -2.02
H 4.28 2.97 -0.37
H 1.51 -0.43 8.03
H 5.53 3.54 3.55
H -7.21 -2.34 -6.04
H -1.29 -2.81 -4.14
H -1.93 -2.97 -7.08
H -1.39 3.26 -3.04
H 1.95 3.61 -1.21
*
```

## Properties
HOMO energy   -5.447 eV
Frontier orbital gap   5.4 eV
F_max   8.8 eV/A
E_LUMO   -0.04 eV

***

No. 4
Below is a gas-phase ion, C2H2N4P (charge +1), with properties calculated with the ωB97M-V functional and the def2-TZVPD basis.

```
! RIJCOSX wB97M-V def2-TZVPD def2/J DEFGRID3
* xyz 1 3
P 2.57 2.40 -0.59
N 3.73 3.24 0.25
N 4.47 4.02 0.56
N 2.12 1.45 0.69
N 1.29 0.59 0.85
C -0.77 -0.45 -0.13
C 0.16 0.39 -0.08
H -1.40 -1.24 0.22
H 0.30 1.32 -0.64
*
```

## Properties
HOMO energy (alpha / beta)   -13.783 / -14.046 eV
Frontier orbital gap (alpha / beta)   7.7 / 6.4 eV
F_max   4.5 eV/A
E_LUMO (alpha / beta)   -6.13 / -7.62 eV

***

Record order is preserved below.
Total energy: -60593.0221; -69837.9130; -143171.8522; -17341.0413 eV